19
Properties=species:S:1:pos:R:3 method="wB97M-V/def2-TZVPD" e_lumo_ev=0.63 max_force_ev_per_a=2.7 homo_energy_ev=-9.032 e_tot_ha=-459.53485 de_lowest_kj_mol=154.6 smiles="C=CO.O.O.O.O"
C -2.11 -1.30 0.57
C -1.84 -2.35 1.36
O -1.15 -2.22 2.52
H -2.88 -1.41 -0.17
H -1.62 -0.35 0.78
H -2.40 -3.26 1.16
H -1.21 -1.29 2.78
O 1.71 -0.44 2.70
H 1.26 0.36 2.90
H 1.23 -1.03 3.32
O 4.22 0.95 -0.31
H 4.30 -0.02 -0.21
H 5.07 1.10 0.15
O -0.91 1.80 -4.99
H -1.73 1.68 -5.45
H -0.25 1.25 -5.46
O -1.04 2.46 -0.99
H -1.31 2.03 -1.81
H -0.12 2.75 -1.15